Record 1
Computed, not measured: a molecular structure, C25H42CrF5N5S, with wB97M-V/def2-TZVPD.

Output
ΔE to the lowest compared entry with this formula, charge and spin in kcal/mol: 28.65
Spin multiplicity: 4
Net charge: +1
Gap between HOMO and LUMO (alpha / beta) in eV: 7.46 / 8.34

Atoms and positions in Å:
Cr (0.710, -0.375, -0.665)
C (-0.960, 1.038, -0.061)
C (-1.755, 0.012, 0.534)
C (-0.963, -0.564, 1.570)
C (0.300, 0.127, 1.556)
C (0.237, 1.244, 0.692)
C (0.828, 2.602, 1.013)
C (0.248, 2.986, 2.387)
C (0.390, 3.670, 0.008)
C (2.353, 2.596, 1.098)
C (-1.355, -1.448, 2.751)
C (-1.728, -2.902, 2.379)
C (-0.239, -1.502, 3.810)
C (-2.532, -0.777, 3.485)
C (-3.226, -0.046, 0.140)
C (-3.915, -1.402, 0.297)
C (-3.431, 0.352, -1.334)
C (-3.957, 1.028, 0.978)
H (-1.376, 1.787, -0.715)
H (1.033, 0.041, 2.343)
H (-0.835, 2.886, 2.386)
H (0.499, 4.019, 2.610)
H (0.655, 2.356, 3.174)
H (-0.684, 3.831, 0.058)
H (0.667, 3.396, -1.006)
H (0.877, 4.611, 0.250)
H (2.726, 1.705, 1.595)
H (2.690, 3.464, 1.659)
H (2.780, 2.654, 0.103)
H (-0.921, -3.582, 2.647)
H (-1.960, -3.018, 1.325)
H (-2.595, -3.224, 2.951)
H (0.710, -1.883, 3.433)
H (-0.559, -2.161, 4.615)
H (-0.072, -0.516, 4.240)
H (-3.468, -0.917, 2.962)
H (-2.346, 0.287, 3.601)
H (-2.643, -1.212, 4.476)
H (-3.509, -2.115, -0.416)
H (-4.975, -1.281, 0.083)
H (-3.824, -1.811, 1.293)
H (-2.803, -0.229, -1.998)
H (-3.252, 1.409, -1.506)
H (-4.465, 0.158, -1.610)
H (-4.206, 0.674, 1.972)
H (-4.882, 1.308, 0.480)
H (-3.341, 1.919, 1.080)
N (0.961, -2.915, 0.770)
N (2.033, -3.739, 0.412)
C (2.971, -3.256, -0.416)
N (4.008, -4.025, -0.751)
S (2.915, -1.668, -0.950)
H (1.032, -2.655, 1.753)
H (0.075, -3.392, 0.624)
H (2.026, -4.721, 0.663)
H (4.074, -4.993, -0.485)
H (4.697, -3.647, -1.380)
F (-0.816, -0.460, -3.041)
C (0.184, -1.217, -2.438)
F (1.143, -1.330, -3.416)
C (-0.436, -2.580, -2.198)
F (-1.158, -2.468, -1.041)
F (-1.258, -3.072, -3.111)
F (0.489, -3.516, -1.937)
C (1.133, 2.943, -4.896)
C (1.717, 2.281, -3.709)
C (3.020, 2.161, -3.277)
C (2.985, 1.349, -2.134)
N (1.722, 0.996, -1.873)
N (0.972, 1.586, -2.830)
C (4.201, 1.011, -1.350)
H (1.874, 3.573, -5.377)
H (0.267, 3.546, -4.631)
H (0.812, 2.183, -5.607)
H (3.896, 2.581, -3.725)
H (-0.029, 1.458, -2.870)
H (4.812, 1.907, -1.240)
H (4.790, 0.272, -1.892)
H (3.963, 0.610, -0.371)

Record 2
Computed, not measured: a molecular structure, C25H42FGaN3O3P, with wB97M-V/def2-TZVPD.

Output
ΔE to the lowest compared entry with this formula, charge and spin in kcal/mol: 18.39
Spin multiplicity: 1
Net charge: +2
Gap between HOMO and LUMO (alpha / beta) in eV: 4.52 / 4.52

Atoms and positions in Å:
Ga (-0.865, -0.616, -0.764)
C (2.818, -1.104, -3.141)
C (2.268, -2.481, -2.989)
C (0.933, -2.676, -3.711)
C (2.216, -2.921, -1.482)
C (2.670, -4.248, -1.192)
C (2.804, -4.749, 0.089)
C (2.403, -3.899, 1.140)
C (1.917, -2.600, 0.927)
C (1.738, -1.797, 2.161)
C (0.863, -2.465, 3.242)
C (3.101, -1.538, 2.766)
C (1.727, -2.133, -0.423)
N (1.046, -0.841, -0.607)
C (1.746, 0.373, -0.428)
C (3.195, 0.456, -0.350)
C (3.875, 1.650, -0.206)
C (3.178, 2.860, -0.265)
C (1.761, 2.818, -0.382)
C (1.124, 1.595, -0.469)
F (-0.237, 1.650, -0.795)
H (3.057, -0.911, -4.196)
H (3.769, -0.972, -2.595)
H (2.085, -0.351, -2.832)
H (2.922, -3.216, -3.468)
H (0.105, -2.105, -3.337)
H (0.678, -3.749, -3.630)
H (1.041, -2.490, -4.795)
H (2.887, -4.908, -2.053)
H (3.204, -5.766, 0.296)
H (2.420, -4.286, 2.141)
H (1.255, -0.855, 1.798)
H (1.403, -3.399, 3.563)
H (-0.151, -2.747, 2.892)
H (0.779, -1.792, 4.111)
H (3.608, -2.458, 3.091)
H (2.951, -0.852, 3.617)
H (3.775, -1.031, 2.059)
H (3.747, -0.455, -0.473)
H (4.973, 1.660, -0.103)
H (3.727, 3.811, -0.318)
H (1.204, 3.728, -0.317)
N (-1.595, -2.707, -0.670)
C (-3.074, -2.784, -0.919)
C (-3.952, -1.973, -0.004)
C (-3.516, -0.509, 0.330)
C (-2.681, -0.362, 1.615)
N (-1.359, 0.154, 1.256)
H (-1.087, -3.314, -1.358)
H (-1.383, -3.081, 0.255)
H (-3.437, -3.861, -0.818)
H (-3.313, -2.395, -1.931)
H (-4.070, -2.491, 0.943)
H (-4.967, -1.911, -0.397)
H (-4.403, 0.146, 0.472)
H (-3.020, -0.061, -0.562)
H (-2.539, -1.339, 2.066)
H (-3.126, 0.286, 2.370)
H (-0.630, -0.063, 1.930)
H (-1.352, 1.181, 1.237)
C (-0.899, 6.209, -1.302)
O (-2.073, 5.777, -0.629)
P (-2.389, 4.233, -0.058)
O (-1.420, 4.009, 1.194)
C (-1.641, 4.569, 2.539)
O (-3.785, 4.740, 0.689)
C (-5.009, 4.584, -0.063)
H (-0.590, 7.205, -0.886)
H (-1.176, 6.454, -2.369)
H (-0.096, 5.486, -1.275)
H (-0.682, 4.701, 3.043)
H (-2.232, 3.853, 3.125)
H (-2.219, 5.500, 2.452)
H (-5.866, 4.845, 0.523)
H (-5.115, 3.510, -0.393)
H (-5.026, 5.218, -0.978)

Record 3
Computed, not measured: 10 unconnected molecules or ions with the total composition C25H42N12O15, with wB97M-V/def2-TZVPD.

Output
Spin multiplicity: 1
Net charge: -2
Gap between HOMO and LUMO in eV: 7.30

Atoms and positions in Å:
C (-0.947, 0.160, -0.521)
O (-0.405, 1.240, -0.073)
O (-1.480, -0.696, 0.276)
O (-0.893, -0.106, -1.772)
C (1.559, 5.077, 1.282)
C (2.782, 5.704, 1.467)
C (3.850, 5.448, 0.607)
C (3.594, 4.786, -0.584)
C (2.286, 4.438, -0.918)
C (1.278, 4.500, 0.039)
O (0.129, 3.819, -0.180)
O (5.085, 6.000, 0.902)
H (0.716, 5.287, 1.929)
H (2.917, 6.356, 2.322)
H (4.363, 4.562, -1.313)
H (2.111, 3.968, -1.878)
H (0.141, 2.835, -0.194)
H (5.012, 6.951, 0.997)
C (1.033, -4.287, -1.278)
C (0.078, -3.324, -1.571)
C (-1.269, -3.659, -1.494)
C (-1.656, -4.969, -1.197)
C (-0.708, -5.901, -0.806)
C (0.630, -5.541, -0.841)
O (1.538, -6.477, -0.390)
O (-2.198, -2.693, -1.696)
H (2.111, -4.160, -1.279)
H (0.387, -2.300, -1.747)
H (-2.740, -5.039, -1.205)
H (-1.033, -6.917, -0.621)
H (2.427, -6.127, -0.293)
H (-1.736, -1.837, -1.611)
C (0.493, -4.426, 1.726)
C (-0.088, -3.177, 1.825)
C (0.507, -2.172, 2.587)
C (1.574, -2.516, 3.397)
C (2.209, -3.746, 3.255)
C (1.668, -4.711, 2.415)
O (2.259, -5.936, 2.296)
O (-0.134, -0.977, 2.708)
H (-0.026, -5.220, 1.199)
H (-0.945, -2.843, 1.245)
H (2.088, -1.806, 4.035)
H (3.125, -3.932, 3.796)
H (1.873, -6.493, 1.618)
H (-0.733, -0.858, 1.946)
C (2.838, -0.852, -0.831)
O (3.913, -1.328, -1.186)
N (1.939, -1.564, -0.092)
N (2.380, 0.350, -1.260)
H (2.274, -2.476, 0.168)
H (1.007, -1.290, 0.161)
H (3.029, 1.038, -1.588)
H (1.428, 0.641, -1.083)
C (-3.839, 1.834, -3.009)
O (-4.294, 2.646, -3.812)
N (-3.403, 0.597, -3.428)
N (-3.801, 2.036, -1.670)
H (-3.289, 0.569, -4.428)
H (-2.616, 0.180, -2.941)
H (-4.006, 2.957, -1.335)
H (-3.609, 1.270, -1.048)
C (-5.407, -0.825, 0.042)
O (-6.529, -0.420, 0.320)
N (-5.123, -1.505, -1.108)
N (-4.303, -0.555, 0.802)
H (-4.215, -1.833, -1.396)
H (-5.918, -1.915, -1.562)
H (-4.432, 0.027, 1.611)
H (-3.353, -0.744, 0.500)
C (3.262, 1.063, 2.863)
O (3.690, 0.275, 3.694)
N (2.048, 0.976, 2.267)
N (4.004, 2.091, 2.333)
H (1.450, 0.207, 2.526)
H (1.724, 1.740, 1.702)
H (3.592, 2.705, 1.652)
H (4.921, 2.335, 2.651)
C (-2.478, 2.449, 2.761)
O (-2.675, 3.154, 3.746)
N (-2.231, 2.962, 1.528)
N (-2.666, 1.102, 2.755)
H (-1.780, 2.449, 0.774)
H (-2.131, 3.954, 1.411)
H (-2.858, 0.640, 3.623)
H (-2.332, 0.578, 1.957)
C (0.399, 2.054, -4.216)
O (0.723, 2.737, -5.187)
N (0.157, 0.722, -4.274)
N (0.113, 2.601, -2.997)
H (-0.158, 0.290, -3.410)
H (0.005, 0.239, -5.137)
H (-0.169, 1.976, -2.251)
H (-0.117, 3.575, -3.011)

Record 4
Computed, not measured: 4 unconnected molecules or ions with the total composition C25H42N2O7S, with wB97M-V/def2-TZVPD.

Output
ΔE to the lowest compared entry with this formula, charge and spin in kcal/mol: 161.41
Spin multiplicity: 1
Gap between HOMO and LUMO in eV: 9.18
SMILES string: C#C[C@]1(N)OC(=O)[C@@H](CCCS)[C@@]1(CON=O)c1ccccc1.CC(C)O.CC(C)O.CC(C)O

Atoms and positions in Å:
C (3.084, -0.905, 7.448)
C (2.423, -0.489, 6.514)
C (1.512, 0.274, 5.500)
N (1.604, 1.763, 5.501)
O (0.151, 0.104, 6.019)
C (-0.649, 0.791, 5.031)
O (-1.473, 1.635, 5.249)
C (-0.093, 0.166, 3.688)
C (-0.323, 0.903, 2.302)
C (-1.728, 1.628, 2.161)
C (-2.970, 0.684, 2.479)
S (-2.872, -0.883, 1.461)
C (1.381, -0.403, 4.039)
C (1.096, -1.964, 4.179)
O (2.341, -2.743, 4.292)
N (1.980, -4.076, 4.259)
O (2.642, -4.668, 3.480)
C (2.551, -0.104, 3.027)
C (2.502, -0.517, 1.569)
C (3.592, -0.202, 0.593)
C (4.835, 0.559, 1.004)
C (4.914, 0.938, 2.452)
C (3.813, 0.619, 3.437)
H (3.688, -1.099, 8.374)
H (1.318, 2.005, 6.467)
H (2.580, 2.069, 5.420)
H (-0.747, -0.770, 3.590)
H (0.527, 1.632, 2.161)
H (-0.232, 0.101, 1.498)
H (-1.741, 2.589, 2.772)
H (-1.826, 1.954, 1.078)
H (-2.948, 0.438, 3.585)
H (-3.898, 1.238, 2.165)
H (-2.980, -1.959, 2.339)
H (0.471, -2.227, 5.084)
H (0.564, -2.394, 3.267)
H (1.613, -1.074, 1.173)
H (3.533, -0.516, -0.493)
H (5.627, 0.811, 0.250)
H (5.840, 1.501, 2.772)
H (4.004, 0.956, 4.493)
C (3.475, -0.704, -4.873)
C (2.863, -0.092, -3.623)
C (2.397, 1.332, -3.876)
O (3.829, -0.098, -2.569)
H (4.352, -0.134, -5.196)
H (3.816, -1.723, -4.674)
H (2.754, -0.730, -5.693)
H (2.019, -0.702, -3.291)
H (3.237, 1.972, -4.166)
H (1.970, 1.763, -2.967)
H (1.644, 1.366, -4.667)
H (4.581, 0.438, -2.852)
C (-6.742, -2.842, -0.547)
C (-7.355, -2.228, 0.703)
C (-7.814, -0.801, 0.450)
O (-6.395, -2.239, 1.756)
H (-5.862, -2.276, -0.867)
H (-6.407, -3.863, -0.348)
H (-7.461, -2.864, -1.370)
H (-8.203, -2.834, 1.031)
H (-6.971, -0.165, 0.163)
H (-8.242, -0.369, 1.358)
H (-8.566, -0.761, -0.343)
H (-5.640, -1.705, 1.475)
C (0.255, 2.897, -8.811)
C (0.798, 1.789, -7.923)
C (-0.112, 0.570, -7.942)
O (0.923, 2.269, -6.585)
H (-0.729, 3.228, -8.464)
H (0.912, 3.770, -8.780)
H (0.164, 2.565, -9.848)
H (1.798, 1.505, -8.260)
H (-1.108, 0.822, -7.564)
H (0.284, -0.214, -7.291)
H (-0.213, 0.168, -8.952)
H (0.043, 2.523, -6.277)

Record 5
Computed, not measured: 7 unconnected molecules or ions with the total composition C25H42O21, with wB97M-V/def2-TZVPD.

Output
ΔE to the lowest compared entry with this formula, charge and spin in kcal/mol: 30.86
Spin multiplicity: 1
Gap between HOMO and LUMO in eV: 10.53
SMILES string: C[C@H]1COC(=O)O1.C[C@H]1COC(=O)O1.C[C@H]1COC(=O)O1.C[C@H]1COC(=O)O1.COC(=O)OC.COC(=O)OC.COC(=O)OC

Atoms and positions in Å:
C (20.708, -9.680, 13.052)
C (22.039, -10.361, 12.928)
C (23.203, -9.647, 13.655)
O (23.874, -10.698, 14.333)
C (23.108, -11.810, 14.344)
O (23.408, -12.822, 14.878)
O (21.999, -11.637, 13.591)
H (20.758, -8.611, 12.842)
H (20.417, -9.778, 14.103)
H (19.913, -10.142, 12.473)
H (22.406, -10.532, 11.914)
H (22.872, -8.839, 14.312)
H (23.907, -9.202, 12.953)
C (17.587, -6.501, 10.802)
C (18.857, -5.651, 10.667)
C (20.008, -6.412, 9.954)
O (20.446, -5.474, 8.996)
C (19.532, -4.513, 8.792)
O (19.549, -3.703, 7.931)
O (18.547, -4.609, 9.729)
H (17.515, -7.304, 10.066)
H (16.703, -5.870, 10.757)
H (17.621, -7.012, 11.772)
H (19.061, -5.285, 11.673)
H (19.522, -7.242, 9.452)
H (20.718, -6.757, 10.699)
C (18.323, -12.486, 12.267)
C (17.838, -12.299, 10.856)
C (16.419, -11.713, 10.784)
O (16.536, -10.681, 9.817)
C (17.824, -10.461, 9.490)
O (18.183, -9.650, 8.703)
O (18.624, -11.279, 10.189)
H (17.677, -13.182, 12.799)
H (18.180, -11.572, 12.854)
H (19.395, -12.656, 12.183)
H (17.972, -13.174, 10.223)
H (16.161, -11.253, 11.739)
H (15.676, -12.468, 10.541)
C (14.359, -8.521, 11.591)
C (13.703, -9.161, 12.767)
C (12.363, -8.572, 13.236)
O (11.469, -9.684, 13.156)
C (12.184, -10.817, 13.020)
O (11.787, -11.903, 13.275)
O (13.416, -10.554, 12.520)
H (14.577, -7.494, 11.889)
H (13.736, -8.606, 10.699)
H (15.290, -8.993, 11.277)
H (14.395, -9.192, 13.615)
H (11.968, -7.819, 12.554)
H (12.515, -8.101, 14.206)
C (13.938, -15.007, 13.544)
O (15.209, -14.959, 12.893)
C (15.292, -15.525, 11.688)
O (14.381, -15.917, 11.008)
O (16.576, -15.612, 11.365)
C (17.049, -15.998, 10.072)
H (13.241, -15.646, 12.999)
H (13.499, -14.013, 13.571)
H (14.048, -15.482, 14.516)
H (17.904, -15.373, 9.839)
H (16.317, -15.877, 9.274)
H (17.288, -17.050, 10.207)
C (18.498, -14.797, 14.927)
O (18.545, -16.102, 15.457)
C (18.820, -17.085, 14.616)
O (19.122, -16.935, 13.455)
O (18.719, -18.241, 15.247)
C (19.146, -19.405, 14.527)
H (19.356, -14.599, 14.283)
H (18.474, -14.043, 15.706)
H (17.610, -14.725, 14.295)
H (19.901, -19.126, 13.797)
H (18.266, -19.780, 14.002)
H (19.480, -20.149, 15.239)
C (19.059, -4.880, 3.645)
O (18.746, -5.701, 4.704)
C (19.759, -6.427, 5.163)
O (20.843, -6.569, 4.666)
O (19.373, -6.968, 6.326)
C (20.334, -7.819, 6.956)
H (19.376, -5.500, 2.795)
H (19.818, -4.134, 3.853)
H (18.166, -4.433, 3.212)
H (20.608, -8.614, 6.270)
H (19.840, -8.132, 7.862)
H (21.207, -7.250, 7.280)

Record 6
Computed, not measured: a molecular structure, C25H43AgN2O12, with wB97M-V/def2-TZVPD.

Output
ΔE to the lowest compared entry with this formula, charge and spin in kcal/mol: 4.06
Spin multiplicity: 2
Net charge: +1
Gap between HOMO and LUMO (alpha / beta) in eV: 7.36 / 4.57

Atoms and positions in Å:
Ag (4.686, 6.497, -14.225)
N (2.896, 8.398, -12.802)
O (2.340, 9.296, -12.170)
O (2.347, 7.301, -13.034)
O (3.978, 8.599, -13.316)
C (0.541, 4.031, -12.264)
C (-0.853, 4.423, -12.772)
C (-1.765, 4.297, -11.564)
C (-3.175, 4.802, -11.748)
C (-3.167, 6.278, -12.206)
C (-2.188, 6.569, -13.352)
N (-0.910, 5.780, -13.308)
O (-0.037, 6.062, -14.398)
C (-2.983, 6.272, -14.584)
C (-1.851, 8.068, -13.300)
C (-1.367, 3.341, -13.837)
H (0.806, 4.695, -11.440)
H (1.414, 4.122, -12.910)
H (0.559, 3.000, -11.912)
H (-1.770, 3.218, -11.410)
H (-1.408, 4.869, -10.707)
H (-3.750, 4.797, -10.822)
H (-3.720, 4.181, -12.459)
H (-2.783, 6.869, -11.374)
H (-4.218, 6.529, -12.348)
H (-3.880, 6.891, -14.589)
H (-2.418, 6.315, -15.515)
H (-3.216, 5.208, -14.590)
H (-1.281, 8.190, -12.379)
H (-1.255, 8.498, -14.106)
H (-2.757, 8.666, -13.201)
H (-1.009, 3.632, -14.824)
H (-2.442, 3.239, -13.989)
H (-1.010, 2.332, -13.629)
H (0.625, 6.595, -13.951)
O (2.766, 13.153, -17.626)
C (2.430, 12.326, -16.766)
O (2.991, 12.328, -15.550)
C (2.399, 11.249, -14.820)
C (1.062, 10.974, -15.493)
C (1.347, 11.243, -16.927)
H (2.191, 11.618, -13.815)
H (3.065, 10.391, -14.911)
H (0.323, 11.593, -14.985)
H (0.653, 9.986, -15.280)
H (0.595, 11.737, -17.543)
H (1.770, 10.424, -17.508)
O (7.301, 11.317, -9.281)
C (6.563, 10.309, -9.357)
O (6.956, 9.170, -8.790)
C (6.329, 8.040, -9.340)
C (4.986, 8.669, -9.682)
C (5.379, 10.003, -10.238)
H (6.302, 7.297, -8.544)
H (6.817, 7.584, -10.202)
H (4.282, 8.915, -8.887)
H (4.478, 8.195, -10.521)
H (4.687, 10.844, -10.181)
H (5.885, 9.952, -11.202)
O (0.190, 5.274, -7.229)
C (0.264, 6.111, -8.129)
O (1.310, 6.163, -9.011)
C (1.152, 7.049, -10.056)
C (-0.288, 7.650, -9.763)
C (-0.754, 7.166, -8.395)
H (1.190, 6.604, -11.050)
H (1.854, 7.878, -9.964)
H (-0.833, 7.288, -10.635)
H (-0.223, 8.724, -9.939)
H (-1.740, 6.711, -8.303)
H (-0.836, 7.946, -7.638)
O (4.015, 5.180, -12.318)
C (4.319, 4.748, -11.162)
O (5.427, 5.267, -10.444)
C (5.603, 4.597, -9.284)
C (4.898, 3.284, -9.598)
C (3.692, 3.612, -10.414)
H (5.109, 5.082, -8.442)
H (6.638, 4.396, -9.008)
H (4.689, 2.764, -8.664)
H (5.663, 2.683, -10.090)
H (2.846, 3.964, -9.823)
H (3.335, 2.740, -10.961)